1.
The following is a quantum chemistry calculation of a structure of composition C19H12BrCl5NO2Se2Te2V, from the Open Molecules 2025 dataset.

```
45
Properties=species:S:1:pos:R:3:mulliken_charge:R:1
V -0.6265 -1.4848 -1.0648 0.98
Cl 4.7546 3.5145 -2.7326 -0.19
C 3.4221 2.6047 -2.3272 0.28
C 3.4584 1.1757 -2.4095 0.19
Cl 4.7126 0.2738 -2.9458 -0.20
C 2.3581 0.4479 -1.9532 0.68
Cl 2.6519 -1.2246 -1.5156 -0.14
C 1.1185 1.0173 -1.6293 -0.92
O 0.0369 0.3216 -1.2883 0.10
C 1.0738 2.4063 -1.6885 0.32
Cl -0.3878 3.2217 -1.1793 -0.18
C 2.1955 3.2165 -2.0658 -0.04
Cl 2.0997 4.9375 -2.1764 -0.18
Se -0.3165 -2.3786 -3.5053 -0.41
Te -2.1625 -3.6488 -2.4632 -0.09
Te -0.6548 -5.3407 -1.1084 -0.09
Se 0.4890 -3.5138 0.0854 -0.40
C -1.7220 -0.2474 3.0781 -1.34
C -0.7510 -0.7911 2.0950 0.45
O -1.2157 -1.0326 1.0002 -0.20
C 0.7141 -1.0335 2.5386 0.19
C 1.1430 -1.4590 3.8241 -0.53
C 2.4725 -1.5472 4.1506 -0.45
C 3.5298 -1.0735 3.2864 -0.74
C 3.0947 -0.6334 2.0280 -0.47
C 1.7238 -0.6434 1.6730 0.44
H -1.3910 0.6394 3.5765 0.38
H -1.9566 -0.9281 3.9193 0.30
H -2.5963 0.0485 2.5470 0.34
H 0.4734 -2.0017 4.4931 0.30
H 2.7488 -1.9475 5.1397 0.34
H 4.4874 -1.1171 3.7551 0.42
H 3.7726 -0.3532 1.2406 0.44
H 1.3771 -0.2024 0.7201 0.26
Br -4.5995 2.1994 1.0150 -0.16
C -3.9901 1.3045 -0.5280 -0.15
C -4.3681 1.6782 -1.8313 -0.37
C -3.7934 0.9570 -2.8834 -0.87
C -2.9284 -0.0600 -2.5885 0.02
N -2.6254 -0.4045 -1.3214 0.43
C -3.3184 0.1235 -0.3499 -0.35
H -4.8928 2.5897 -1.9927 0.46
H -4.0706 1.1429 -3.8839 0.48
H -2.3772 -0.5173 -3.3879 0.29
H -3.1638 -0.2365 0.6543 0.36
```

Gap between HOMO and LUMO (alpha / beta) (eV): 6.25 / 6.56
Multiplicity: 3
Charge: 0

***

2.
The following is a quantum chemistry calculation of a structure of composition C10H8N2O5Pd, from the Open Molecules 2025 dataset.

```
26
Properties=species:S:1:pos:R:3:mulliken_charge:R:1
Pd 0.0062 -0.0425 -2.8419 -0.17
O -0.0665 3.1651 -2.8376 -0.05
C 0.0440 2.0284 -2.8037 0.37
C -0.0161 -2.1380 -2.8944 0.39
O 0.1388 -3.2689 -2.9633 -0.05
C 2.0675 0.0079 -2.9427 0.41
O 3.2268 -0.0801 -2.8978 -0.07
C -2.0777 -0.0921 -3.0359 0.40
O -3.2225 0.0453 -3.0432 -0.05
H 0.0229 0.3519 -4.5574 0.21
H 0.0232 -0.4284 -4.6224 0.18
N 0.5222 0.6305 4.8927 -0.32
C -0.2510 -0.2244 4.1352 0.40
O -0.9764 -1.0156 4.6987 -0.55
C -0.1409 -0.1251 2.5998 0.84
C 0.7035 0.7131 1.8644 -0.65
C 0.7171 0.7118 0.4518 -0.40
N -0.0703 -0.0827 -0.3075 0.22
C -0.8676 -0.8942 0.4083 -0.10
C -0.9308 -0.9383 1.7955 -0.83
H 0.4258 0.6574 5.8972 0.26
H 1.0374 1.3956 4.4913 0.14
H 1.3703 1.3894 2.3956 0.28
H 1.4323 1.4182 0.0048 0.31
H -1.5064 -1.5638 -0.1416 0.35
H -1.6120 -1.6206 2.2540 0.48
```

Gap between HOMO and LUMO (alpha / beta) (eV): 6.92 / 4.70
Multiplicity: 3
Charge: +2

***

These records have E values of -12094.4165; -998.7028 Eh, in the order they appear.